Record 1
A structure of composition C50H47BBrCaClF4NO6P2S2 at a distorted geometry, computed with wB97M-V/def2-TZVPD.

```
! RIJCOSX wB97M-V def2-TZVPD def2/J DEFGRID3
* xyz -1 1
Ca -0.300 -0.770 0.724
Br 2.099 -3.990 1.243
C 0.666 -3.707 2.475
C 0.695 -4.471 3.626
C -0.300 -4.244 4.561
C -1.258 -3.284 4.297
C -1.196 -2.583 3.102
N -0.234 -2.792 2.185
C -2.238 -1.460 2.899
O -3.210 -1.490 3.643
O -1.945 -0.606 2.013
H 1.483 -5.192 3.781
H -0.312 -4.805 5.487
H -2.063 -3.044 4.974
O 0.741 -1.858 -0.930
S 0.467 -3.135 -1.685
C 2.018 -3.463 -2.564
C 2.711 -2.189 -3.044
C 3.846 -1.755 -2.120
C 4.355 -0.348 -2.437
S 3.828 0.918 -1.250
O 2.393 0.666 -0.942
C 4.804 0.304 0.113
C 4.247 -0.562 1.036
C 5.050 -1.066 2.051
C 6.383 -0.692 2.136
C 6.923 0.203 1.219
C 6.129 0.710 0.203
C -0.459 -2.652 -3.134
C -1.115 -3.637 -3.856
C -1.805 -3.283 -5.003
C -1.837 -1.956 -5.411
C -1.185 -0.982 -4.670
C -0.495 -1.324 -3.516
H 1.729 -4.131 -3.377
H 2.646 -4.024 -1.867
H 1.990 -1.375 -3.137
H 3.111 -2.366 -4.047
H 4.676 -2.460 -2.223
H 3.511 -1.815 -1.082
H 4.004 0.001 -3.412
H 5.445 -0.279 -2.429
H 3.197 -0.820 0.982
H 4.606 -1.727 2.782
H 7.000 -1.080 2.936
H 7.956 0.516 1.305
H 6.531 1.421 -0.511
H -1.112 -4.664 -3.509
H -2.338 -4.038 -5.567
H -2.390 -1.678 -6.299
H -1.229 0.055 -4.976
H -0.016 -0.571 -2.902
C -0.014 3.596 -0.792
C 0.540 2.965 0.493
P -0.042 3.678 2.100
C -1.818 3.241 2.077
C -2.560 3.591 3.208
C -3.902 3.264 3.306
C -4.523 2.558 2.283
C -3.800 2.191 1.162
C -2.462 2.545 1.058
C -0.108 5.457 1.622
C -1.258 6.133 1.222
C -1.200 7.468 0.842
C 0.010 8.146 0.847
C 1.163 7.485 1.249
C 1.099 6.157 1.644
P -0.443 2.326 -2.076
C -2.056 2.968 -2.667
C -2.233 4.281 -3.111
C -3.485 4.733 -3.489
C -4.582 3.878 -3.426
C -4.419 2.576 -2.984
C -3.159 2.122 -2.603
C 0.654 2.786 -3.472
C 2.002 3.058 -3.230
C 2.886 3.280 -4.275
C 2.440 3.232 -5.589
C 1.103 2.962 -5.844
C 0.220 2.740 -4.797
H 0.692 4.318 -1.205
H -0.934 4.149 -0.597
H 1.631 2.982 0.511
H 0.306 1.901 0.535
H -2.070 4.107 4.027
H -4.457 3.529 4.198
H -5.559 2.260 2.379
H -4.253 1.588 0.388
H -1.921 2.224 0.176
H -2.207 5.610 1.205
H -2.106 7.975 0.532
H 0.054 9.185 0.545
H 2.112 8.007 1.266
H 2.000 5.650 1.976
H -1.382 4.951 -3.159
H -3.612 5.754 -3.828
H -5.563 4.235 -3.713
H -5.267 1.906 -2.917
H -3.042 1.111 -2.235
H 2.366 3.090 -2.210
H 3.926 3.492 -4.059
H 3.128 3.407 -6.407
H 0.741 2.927 -6.865
H -0.823 2.543 -5.012
Cl 3.367 2.164 3.213
C 2.317 0.999 4.099
C 1.774 -0.075 3.150
O 2.149 -1.241 3.322
O 0.968 0.353 2.276
H 1.502 1.584 4.516
H 2.929 0.550 4.875
F -1.954 -0.648 -0.833
B -2.946 -1.737 -0.849
F -3.320 -1.943 -2.173
F -2.244 -2.844 -0.336
F -4.023 -1.380 -0.076
*
```

Computed properties:
E_HOMO: -5.678 eV
frontier orbital gap: 7.65 eV
energy relative to the best compared isomer or geometry (same formula, charge and spin): 23.0 kcal/mol

Results of the Mulliken charge analysis, in e, for atoms 1 through 99: Ca 1.506; Br -0.090; C 0.202; C -0.841; C -0.427; C -1.047; C 0.610; N 0.178; C -0.162; O -0.819; O -0.655; H 0.431; H 0.406; H 0.525; O 0.374; S 0.234; C -0.826; C -0.325; C 0.173; C -1.112; S 0.242; O -0.109; C 0.784; C -0.230; C -0.822; C -0.668; C -0.665; C -0.457; C 1.397; C -0.899; C -0.816; C -0.682; C -0.718; C -0.017; H 0.551; H 0.517; H -0.266; H 0.537; H 0.436; H -0.376; H 0.602; H 0.578; H 0.091; H 0.528; H 0.387; H 0.381; H 0.464; H 0.497; H 0.370; H 0.410; H 0.354; H -0.233; C -1.630; C 0.533; P -0.110; C 0.278; C -0.638; C -0.679; C -0.699; C -0.363; C 1.683; C 0.318; C -0.320; C -0.769; C -0.447; C -0.610; C -0.289; P 1.459; C -0.008; C -0.203; C -0.729; C -0.537; C -0.709; C -0.571; C 0.428; C -0.974; C -0.441; C -0.671; C -0.691; C -0.597; H 0.928; H 0.669; H 0.576; H -0.887; H 0.397; H 0.377; H 0.367; H 0.438; H -1.267; H 0.325; H 0.398; H 0.367; H 0.389; H 0.444; H 0.431; H 0.407; H 0.367; H 0.478; H 0.583


Record 2
A cluster of 8 separate species, C50H47BrN10O16P in total at a distorted geometry, computed with wB97M-V/def2-TZVPD.

```
! RIJCOSX wB97M-V def2-TZVPD def2/J DEFGRID3
* xyz 1 1
C -5.819 3.424 -0.821
C -4.597 4.291 -1.432
N -4.669 5.623 -1.283
C -3.344 3.626 -2.239
C -2.498 2.790 -1.155
C -1.113 3.371 -0.573
N -1.026 4.792 -0.102
C -0.480 5.434 -1.129
O -0.043 5.963 -2.189
C -0.829 2.162 0.473
C -1.100 0.960 -0.611
N -2.026 1.385 -1.516
P -2.550 0.364 -2.904
O -3.941 -0.567 -2.485
Br -0.773 -1.025 -3.347
H -6.754 4.084 -0.624
H -6.181 2.583 -1.543
H -5.556 2.946 0.200
H -5.547 5.850 -0.764
H -2.766 4.494 -2.725
H -3.821 2.968 -3.055
H -3.126 2.583 -0.200
H -0.345 3.225 -1.436
H -1.656 2.113 1.293
H 0.269 2.110 0.819
H -0.528 -0.035 -0.574
H -4.387 -0.715 -3.369
C 1.559 8.585 -2.242
C 1.634 9.477 -1.175
C 2.354 10.661 -1.305
C 2.994 10.944 -2.512
C 2.929 10.051 -3.581
C 2.208 8.868 -3.441
N 3.733 12.200 -2.662
O 3.784 12.952 -1.695
O 4.254 12.430 -3.747
H 0.990 7.664 -2.139
H 1.127 9.251 -0.242
H 2.404 11.347 -0.466
H 3.427 10.260 -4.522
H 2.149 8.168 -4.268
C 2.594 -5.697 -1.833
C 2.830 -5.892 -0.474
C 2.406 -4.943 0.450
C 1.741 -3.801 0.002
C 1.509 -3.597 -1.358
C 1.938 -4.550 -2.275
N 1.269 -2.808 0.970
O 1.505 -3.008 2.154
O 0.657 -1.831 0.539
H 2.921 -6.443 -2.552
H 3.343 -6.787 -0.136
H 2.597 -5.107 1.506
H 0.996 -2.710 -1.714
H 1.759 -4.402 -3.336
C 0.830 -4.392 4.872
C 1.232 -5.296 5.851
C 0.312 -5.772 6.780
C -1.012 -5.337 6.718
C -1.419 -4.424 5.744
C -0.491 -3.952 4.820
N -1.990 -5.854 7.679
O -1.592 -6.641 8.531
O -3.150 -5.475 7.573
H 1.549 -4.027 4.145
H 2.263 -5.634 5.887
H 0.639 -6.477 7.538
H -2.445 -4.076 5.690
H -0.797 -3.244 4.056
C 4.242 2.905 -1.728
C 5.075 1.817 -1.475
C 4.793 0.576 -2.039
C 3.674 0.436 -2.861
C 2.832 1.520 -3.112
C 3.121 2.757 -2.541
N 3.386 -0.861 -3.478
O 4.134 -1.795 -3.222
O 2.411 -0.935 -4.220
H 4.468 3.872 -1.291
H 5.947 1.939 -0.840
H 5.451 -0.262 -1.834
H 1.957 1.420 -3.746
H 2.473 3.608 -2.732
C -1.678 -10.833 8.492
C -1.048 -9.616 8.245
C -0.031 -9.538 7.298
C 0.345 -10.686 6.600
C -0.277 -11.909 6.850
C -1.292 -11.978 7.800
N 1.399 -10.602 5.585
O 1.935 -9.513 5.407
O 1.680 -11.622 4.969
H -2.476 -10.889 9.228
H -1.353 -8.727 8.788
H 0.451 -8.584 7.115
H 0.012 -12.808 6.315
H -1.784 -12.925 8.000
C -10.858 -0.347 1.488
C -10.233 0.879 1.273
C -9.220 0.987 0.325
C -8.842 -0.140 -0.405
C -9.460 -1.372 -0.188
C -10.470 -1.471 0.764
N -7.793 -0.026 -1.421
O -7.258 1.070 -1.573
O -7.511 -1.028 -2.066
H -11.653 -0.426 2.225
H -10.539 1.752 1.841
H -8.742 1.949 0.167
H -9.169 -2.256 -0.747
H -10.959 -2.424 0.939
C 8.069 2.697 -7.033
C 8.308 2.334 -5.710
C 7.664 3.006 -4.675
C 6.777 4.040 -4.978
C 6.539 4.413 -6.301
C 7.190 3.737 -7.329
N 6.078 4.733 -3.893
O 6.326 4.391 -2.742
O 5.281 5.613 -4.197
H 8.569 2.167 -7.838
H 8.995 1.524 -5.486
H 7.860 2.713 -3.649
H 5.855 5.219 -6.545
H 7.010 4.017 -8.362
*
```

Computed properties:
E_HOMO: -10.984 eV
frontier orbital gap: 6.16 eV
energy relative to the best compared isomer or geometry (same formula, charge and spin): 119.8 kcal/mol

Results of the Mulliken charge analysis, in e, for atoms 1 through 99: C -1.039; C 0.464; N -0.720; C -0.303; C -0.180; C 0.252; N -0.663; C 0.887; O -0.601; C -0.718; C 0.196; N 0.459; P 0.140; O -0.413; Br -0.054; H 0.466; H 0.319; H 0.251; H 0.282; H 0.221; H 0.295; H 0.053; H 0.282; H 0.323; H 0.369; H 0.177; H 0.361; C 0.108; C -0.427; C -0.276; C -0.082; C -0.288; C -0.653; N 0.986; O -0.588; O -0.589; H 0.222; H 0.377; H 0.446; H 0.440; H 0.399; C -0.520; C -0.574; C -0.318; C 0.024; C 0.135; C -0.327; N 0.973; O -0.601; O -0.663; H 0.388; H 0.403; H 0.466; H 0.074; H 0.406; C -0.279; C -0.762; C -0.069; C -0.111; C -0.383; C -0.400; N 1.024; O -0.646; O -0.596; H 0.512; H 0.388; H 0.541; H 0.436; H 0.419; C -0.919; C -0.294; C -0.536; C -0.030; C -0.291; C -0.625; N 1.160; O -0.603; O -0.640; H 0.475; H 0.441; H 0.532; H 0.600; H 0.727; C -0.541; C -0.201; C -0.211; C -0.031; C -0.420; C -0.402; N 0.997; O -0.613; O -0.593; H 0.386; H 0.484; H 0.306; H 0.426; H 0.376; C -0.388; C -0.551


Record 3
A structure of composition C50H47N3NiO2P2SSb at a distorted geometry, computed with wB97M-V/def2-TZVPD.

```
! RIJCOSX wB97M-V def2-TZVPD def2/J DEFGRID3
* xyz 1 1
Ni 1.129 0.061 0.584
C 2.602 -2.281 2.433
P 1.693 -2.211 0.868
C 2.969 -2.475 -0.405
C 4.245 -1.947 -0.211
C 5.206 -2.048 -1.208
C 4.895 -2.656 -2.418
C 3.619 -3.165 -2.627
C 2.659 -3.076 -1.625
C 0.769 -3.782 0.935
C 1.411 -4.991 0.673
C 0.737 -6.193 0.841
C -0.581 -6.203 1.281
C -1.223 -5.005 1.560
C -0.551 -3.800 1.383
C 2.945 -0.878 2.783
C 3.839 -0.375 3.707
C 3.759 1.033 3.636
C 2.823 1.332 2.663
C 2.383 2.661 2.153
P 0.942 2.433 1.051
C 1.226 3.757 -0.187
C 2.476 3.903 -0.787
C 2.673 4.837 -1.797
C 1.616 5.626 -2.235
C 0.365 5.482 -1.647
C 0.173 4.557 -0.629
C -0.472 3.104 1.994
C -1.727 2.536 1.780
C -2.853 3.013 2.443
C -2.731 4.074 3.328
C -1.489 4.667 3.528
C -0.370 4.191 2.863
N 2.320 0.169 2.146
H 3.473 -2.932 2.354
H 1.927 -2.727 3.171
H 4.492 -1.446 0.720
H 6.195 -1.640 -1.043
H 5.646 -2.735 -3.195
H 3.371 -3.643 -3.568
H 1.667 -3.479 -1.795
H 2.441 -4.998 0.337
H 1.246 -7.127 0.631
H -1.101 -7.145 1.415
H -2.246 -5.004 1.919
H -1.052 -2.873 1.619
H 4.470 -0.971 4.355
H 4.312 1.759 4.217
H 3.182 3.137 1.586
H 2.139 3.336 2.970
H 3.308 3.278 -0.481
H 3.656 4.951 -2.238
H 1.768 6.355 -3.022
H -0.462 6.102 -1.972
H -0.805 4.466 -0.171
H -1.818 1.715 1.083
H -3.821 2.556 2.274
H -3.601 4.444 3.857
H -1.393 5.509 4.203
H 0.580 4.692 3.011
C 4.593 1.324 -3.869
O 4.162 0.864 -2.585
C 2.893 1.028 -2.143
O 2.659 0.657 -1.012
N 2.041 1.592 -3.023
N 0.711 1.860 -2.675
H 5.666 1.173 -3.893
H 4.377 2.384 -4.001
H 4.140 0.735 -4.670
H 2.291 1.573 -3.994
H 0.102 1.111 -2.981
H 0.445 2.748 -3.079
S -0.270 -1.118 -1.319
Sb -2.440 -0.943 -0.620
C -2.539 -0.951 1.464
C -1.387 -0.544 2.116
C -1.299 -0.620 3.497
C -2.381 -1.115 4.218
C -3.540 -1.530 3.562
C -3.626 -1.456 2.175
C -3.257 0.841 -1.338
C -3.061 1.153 -2.684
C -3.489 2.382 -3.169
C -4.095 3.297 -2.313
C -4.293 2.982 -0.975
C -3.880 1.747 -0.486
C -3.592 -2.472 -1.436
C -4.620 -2.158 -2.323
C -5.306 -3.189 -2.957
C -4.963 -4.511 -2.701
C -3.938 -4.816 -1.812
C -3.242 -3.797 -1.176
H -0.544 -0.207 1.515
H -0.386 -0.306 3.996
H -2.323 -1.186 5.297
H -4.376 -1.919 4.130
H -4.525 -1.792 1.668
H -2.575 0.448 -3.350
H -3.349 2.628 -4.215
H -4.420 4.258 -2.693
H -4.771 3.693 -0.311
H -4.048 1.499 0.557
H -4.893 -1.126 -2.519
H -6.108 -2.957 -3.648
H -5.496 -5.310 -3.201
H -3.674 -5.849 -1.618
H -2.428 -4.039 -0.505
*
```

Computed properties:
E_HOMO (spin up / spin down): -9.175 / -9.175 eV
frontier orbital gap (spin up / spin down): 6.52 / 6.51 eV

Results of the Mulliken charge analysis, in e, for atoms 1 through 99: Ni 1.960; C -1.168; P 1.352; C 0.320; C -0.697; C -0.768; C -0.633; C -0.900; C -0.489; C 0.489; C -0.649; C -0.773; C -0.658; C -0.726; C -0.465; C -0.479; C -1.322; C -1.245; C -0.384; C -1.462; P 1.915; C 1.162; C -0.797; C -0.639; C -0.632; C -0.810; C -0.635; C -0.631; C 1.567; C -0.825; C -0.868; C -1.010; C -0.527; N 0.890; H 0.630; H 0.627; H 0.300; H 0.435; H 0.431; H 0.443; H 0.490; H 0.470; H 0.459; H 0.430; H 0.462; H 1.080; H 0.534; H 0.550; H 0.599; H 0.616; H -0.015; H 0.488; H 0.400; H 0.450; H 0.342; H -0.221; H 0.445; H 0.411; H 0.430; H 0.465; C -0.961; O -0.305; C -0.460; O -0.066; N -0.085; N -0.404; H 0.234; H 0.339; H 0.366; H 0.195; H 0.238; H 0.294; S -0.555; Sb 1.906; C 1.597; C 0.006; C -1.055; C -0.977; C -0.909; C -0.902; C 0.527; C -0.577; C -0.824; C -0.635; C -0.486; C -0.525; C 0.658; C -0.576; C -0.656; C -0.563; C -0.708; C -0.538; H -0.272; H 0.614; H 0.440; H 0.438; H 0.541; H 0.569; H 0.436


Record 4
A structure of composition C50H47N4O2P2Pd, computed with wB97M-V/def2-TZVPD.

```
! RIJCOSX wB97M-V def2-TZVPD def2/J DEFGRID3
* xyz -1 1
Pd -0.953 0.595 -0.872
C 0.074 3.715 -0.909
N 1.324 3.198 -0.364
C 1.987 2.162 -1.151
P 1.296 0.442 -0.883
C 2.510 -0.574 -1.813
C 2.372 -1.956 -1.660
C 3.226 -2.836 -2.298
C 4.221 -2.346 -3.140
C 4.350 -0.979 -3.329
C 3.503 -0.096 -2.665
C 1.960 0.154 0.816
C 3.284 -0.206 1.072
C 3.755 -0.307 2.374
C 2.905 -0.047 3.443
C 1.582 0.294 3.199
C 1.112 0.385 1.896
C 2.079 3.933 0.547
C 1.830 5.283 0.850
C 2.598 5.965 1.782
C 3.644 5.347 2.449
C 3.900 4.013 2.161
C 3.138 3.319 1.240
P -1.451 2.664 -0.562
C -2.531 3.479 -1.822
C -2.908 4.819 -1.761
C -3.677 5.389 -2.765
C -4.081 4.619 -3.849
C -3.716 3.281 -3.916
C -2.950 2.714 -2.907
C -2.098 3.450 0.965
C -1.251 3.928 1.963
C -1.762 4.398 3.167
C -3.129 4.389 3.394
C -3.982 3.896 2.412
C -3.473 3.423 1.214
H 0.135 3.752 -2.004
H -0.104 4.731 -0.571
H 3.057 2.185 -0.943
H 1.851 2.399 -2.215
H 1.576 -2.337 -1.025
H 3.112 -3.901 -2.141
H 4.887 -3.031 -3.650
H 5.116 -0.593 -3.990
H 3.631 0.969 -2.813
H 3.957 -0.410 0.247
H 4.787 -0.587 2.554
H 3.271 -0.121 4.460
H 0.909 0.485 4.026
H 0.074 0.630 1.697
H 1.038 5.829 0.363
H 2.368 7.005 1.981
H 4.236 5.885 3.177
H 4.694 3.487 2.678
H 3.337 2.268 1.093
H -2.609 5.421 -0.908
H -3.965 6.432 -2.702
H -4.685 5.060 -4.633
H -4.038 2.672 -4.753
H -2.686 1.662 -2.931
H -0.178 3.929 1.811
H -1.085 4.769 3.927
H -3.530 4.756 4.331
H -5.052 3.875 2.586
H -4.137 3.016 0.461
N -5.415 -0.935 0.701
C -6.256 -0.613 -0.340
C -5.560 0.286 -1.095
N -4.323 0.513 -0.545
C -4.268 -0.226 0.527
H -5.588 -1.614 1.419
H -7.231 -1.055 -0.449
H -5.858 0.754 -2.019
H -3.410 -0.322 1.176
C 4.321 -4.437 1.807
C 3.191 -4.964 0.962
C 3.448 -5.922 -0.015
C 2.421 -6.378 -0.824
C 1.138 -5.874 -0.684
C 0.860 -4.922 0.301
N -0.394 -4.336 0.455
C -1.521 -4.622 -0.322
C -1.986 -5.927 -0.489
C -3.137 -6.177 -1.219
C -3.847 -5.130 -1.792
C -3.387 -3.832 -1.632
C -2.238 -3.559 -0.901
C -1.786 -2.117 -0.760
O -2.061 -1.337 -1.692
O -1.169 -1.796 0.298
C 1.895 -4.481 1.150
C 1.606 -3.461 2.218
H 5.272 -4.861 1.484
H 4.183 -4.681 2.863
H 4.387 -3.349 1.736
H 4.457 -6.295 -0.147
H 2.622 -7.113 -1.595
H 0.357 -6.193 -1.359
H -0.398 -3.339 0.693
H -1.448 -6.742 -0.022
H -3.485 -7.197 -1.331
H -4.746 -5.326 -2.363
H -3.902 -2.993 -2.084
H 0.562 -3.496 2.526
H 1.809 -2.442 1.872
H 2.225 -3.631 3.099
*
```

Computed properties:
E_HOMO: -3.383 eV
frontier orbital gap: 6.01 eV
energy relative to the best compared isomer or geometry (same formula, charge and spin): 0.0 kcal/mol

Results of the Mulliken charge analysis, in e, for atoms 1 through 99: Pd -1.386; C -1.826; N 0.734; C -2.163; P 2.782; C -0.308; C 0.023; C -0.359; C -0.668; C -0.769; C -0.198; C 1.221; C -0.870; C -0.810; C -0.800; C -0.654; C -0.648; C 0.905; C -0.333; C -0.752; C -0.592; C -0.900; C 0.097; P 1.893; C 0.488; C -0.308; C -0.772; C -0.436; C -0.629; C -0.650; C 0.084; C -0.013; C -0.879; C -0.523; C -0.824; C -0.357; H 0.422; H 0.265; H 0.666; H 0.602; H 0.208; H 0.342; H 0.383; H 0.398; H 0.317; H 0.278; H 0.458; H 0.392; H 0.492; H 0.225; H 0.399; H 0.393; H 0.382; H 0.396; H 0.231; H 0.348; H 0.395; H 0.364; H 0.425; H 0.361; H 0.322; H 0.464; H 0.363; H 0.416; H 0.400; N -0.028; C -0.621; C -0.495; N 0.223; C -0.724; H 0.210; H 0.404; H 0.434; H 0.472; C -1.570; C 1.586; C -1.022; C -1.053; C -0.896; C 0.263; N -0.235; C -0.181; C -0.133; C -0.524; C -0.749; C -0.704; C 0.146; C 1.177; O -0.869; O -0.771; C 1.006; C -2.289; H 0.394; H 0.353; H 0.095; H 0.295; H 0.353; H 0.541; H 0.401